The following is a quantum chemistry calculation of a single C7H8N4Se molecule at a distorted geometry, from the Open Molecules 2025 dataset.

As for the electronic energy: -2891.96643 Ha. The highest occupied orbital energy is -8.440 eV. Its structure (SMILES) is CC[Se]c1nc2cncnc2[nH]1. Its orbital gap is 8.835 eV. The value obtained for the maximum force is 5.3 eV/Å. As for the net charge: 0. Its LUMO energy is 0.4 eV.

Geometry (Å):
1 C 1.983 1.486 -1.766
2 C 1.960 0.064 -2.353
3 Se 0.235 -0.883 -2.577
4 C -0.303 -0.910 -0.796
5 N 0.495 -0.467 0.155
6 C -0.308 -0.332 1.246
7 C -0.254 0.227 2.519
8 N -1.311 0.124 3.318
9 C -2.420 -0.390 2.874
10 N -2.681 -0.848 1.688
11 C -1.610 -0.792 0.858
12 N -1.546 -1.236 -0.370
13 H 0.962 1.762 -1.979
14 H 2.262 1.420 -0.682
15 H 2.723 2.216 -2.269
16 H 2.734 -0.572 -1.996
17 H 2.026 0.011 -3.437
18 H 0.552 0.849 2.938
19 H -3.222 -0.185 3.534
20 H -2.276 -1.543 -0.904